[1]
A molecular structure, C17H48Cu2O19 in a non-equilibrium geometry, computed with the ωB97M-V functional and the def2-TZVPD basis.

Geometry (Å):
Cu1 1.6702 1.1873 1.2702
Cu2 1.3308 0.6339 -2.7224
C1 -0.2610 -0.1903 0.0102
O1 0.3324 0.7192 -0.5935
O2 -1.2412 -0.7063 -0.5843
O3 0.0982 -0.5527 1.1262
C2 -1.5717 -1.3078 -3.7617
C3 -2.6857 -0.3430 -3.4978
O4 -3.4269 -0.7660 -2.3817
O5 -0.3505 -0.9885 -3.0986
H1 -1.3010 -1.4255 -4.8110
H2 -1.9474 -2.3187 -3.6035
H3 -3.2918 -0.1688 -4.3868
H4 -2.3083 0.6200 -3.1540
H5 -2.8372 -0.7985 -1.6249
H6 -0.5780 -0.8685 -2.1737
C4 -1.8555 1.7752 3.2799
C5 -1.8386 3.0596 4.1700
O6 -0.5848 3.0662 4.7907
O7 -0.7285 1.5623 2.4107
H7 -2.7279 1.7530 2.6268
H8 -2.0329 0.8976 3.9017
H9 -2.5736 3.0608 4.9749
H10 -1.8886 3.9561 3.5520
H11 -0.0534 2.3686 4.4002
H12 -0.6432 0.6712 2.0641
C6 -2.8885 4.3147 -0.7531
C7 -1.6489 3.5523 -0.1859
O8 -0.6095 3.2687 -1.1504
O9 -2.4534 5.5378 -1.3231
H13 -3.5002 4.4475 0.1392
H14 -3.4062 3.6859 -1.4775
H15 -1.9673 2.5606 0.1355
H16 -1.2698 3.9131 0.7702
H17 -0.4728 2.3250 -1.0397
H18 -2.4028 6.1399 -0.5772
C8 3.4348 -1.2605 -0.8571
C9 4.4324 -0.3042 -0.1495
O10 3.8786 0.9284 0.1939
O11 3.1874 -0.7239 -2.1140
H19 2.4919 -1.2826 -0.3108
H20 3.8507 -2.2608 -0.9781
H21 5.2966 -0.1411 -0.7935
H22 4.8734 -0.8608 0.6775
H23 3.6523 1.4033 -0.6091
H24 4.0356 -0.8242 -2.5523
C10 3.1263 4.0130 -1.7761
C11 4.2723 3.9518 -2.8183
O12 5.3250 3.1467 -2.3295
O13 2.4852 2.8439 -1.5393
H25 2.4256 4.7368 -2.1924
H26 3.4597 4.3124 -0.7824
H27 4.4978 4.9198 -3.2659
H28 4.0113 3.4747 -3.7630
H29 5.5868 3.5000 -1.4761
H30 1.7112 3.1604 -1.0678
C12 0.3325 -3.7701 -1.3062
C13 0.8096 -5.2280 -1.0653
O14 1.1712 -5.3583 0.2901
O15 -1.0017 -3.5799 -0.9328
H31 0.3990 -3.5798 -2.3774
H32 0.9662 -3.0669 -0.7656
H33 1.6270 -5.3428 -1.7772
H34 0.0873 -5.9806 -1.3817
H35 1.2481 -4.4642 0.6312
H36 -1.1394 -2.6299 -0.9472
C14 1.9971 -2.6029 3.0883
C15 0.7617 -2.5367 4.0457
O16 0.0296 -1.3082 3.9130
O17 1.6639 -2.8366 1.6679
H37 2.7351 -3.3429 3.3979
H38 2.6215 -1.7311 3.2837
H39 1.1004 -2.7702 5.0551
H40 0.1626 -3.4195 3.8226
H41 -0.1829 -1.1715 2.9869
H42 1.1748 -2.0669 1.3680
C16 -4.0836 -2.6632 0.5763
C17 -3.4624 -1.8017 1.6993
O18 -3.4606 -0.4638 1.2457
O19 -5.4112 -2.2528 0.2682
H43 -3.8942 -3.7248 0.7353
H44 -3.6371 -2.5607 -0.4127
H45 -2.4098 -2.0830 1.7308
H46 -3.8958 -1.8317 2.6990
H47 -2.6681 -0.4359 0.7046
H48 -5.7603 -2.7706 -0.4611

Values from the calculation:
HOMO-LUMO gap: 8.102 eV
HOMO energy: -9.1 eV
total charge: 0



[2]
3 unconnected molecules or ions with the total composition C4H11N3O in a non-equilibrium geometry, computed with the ωB97M-V functional and the def2-TZVPD basis.

Geometry (Å):
C1 1.2682 1.0111 1.3675
C2 1.9104 0.2164 -0.8434
N1 -0.9084 0.4774 -0.2714
N2 1.0463 0.0795 0.2915
C3 -0.8785 -0.7702 0.0954
N3 -2.8711 -0.6515 -0.1739
C4 -0.7073 -1.9802 0.5705
O1 -0.8560 0.7068 -1.6438
H1 -0.8617 1.6734 -1.6867
H2 -3.1028 -0.4950 -1.1540
H3 -3.2581 0.1440 0.3357
H4 2.2170 0.7730 1.8715
H5 1.3263 2.0579 1.0304
H6 1.6490 -0.4960 -1.6267
H7 2.9487 0.0058 -0.5428
H8 1.8932 1.2301 -1.2782
H9 0.4759 0.9389 2.1149
H10 0.2811 -2.3060 0.8531
H11 -1.5721 -2.6157 0.6905

Values from the calculation:
HOMO-LUMO gap (spin up / spin down): 8.448 / 8.084 eV
HOMO energy (spin up / spin down): -7.8 / -7.6 eV
total charge: 0



[3]
A molecular structure, C25H42Cl2MoOSSi4Te in a non-equilibrium geometry, computed with the ωB97M-V functional and the def2-TZVPD basis.

Geometry (Å):
Mo1 -1.3646 1.0754 0.6369
Cl1 -3.5588 1.8424 1.1448
C1 -3.4262 3.5694 1.5374
C2 -4.5299 4.2166 2.0451
C3 -4.4007 5.5710 2.3143
C4 -3.1959 6.2213 2.0909
C5 -2.1060 5.5280 1.5880
Cl2 -0.6154 6.3471 1.3298
C6 -2.2097 4.1681 1.2882
S1 -0.8538 3.2908 0.5538
H1 -5.4573 3.6898 2.2261
H2 -5.2484 6.1237 2.6944
H3 -3.0956 7.2762 2.3065
C7 -1.4151 -3.7207 -2.2652
Si1 0.2411 -2.9181 -2.0313
C8 1.6528 -3.7614 -2.8983
C9 0.5694 -2.5847 -0.2176
Si2 0.2149 -0.7561 -3.0523
Te1 -1.7699 0.3452 -1.7311
Si3 2.0974 0.6078 -2.6202
C10 2.5313 0.4931 -0.8033
C11 1.7102 2.3919 -2.9633
C12 3.4402 -0.1062 -3.6870
Si4 -0.7897 -0.8849 -5.2043
C13 -2.4716 -1.6692 -5.0634
C14 0.3635 -1.8576 -6.2869
C15 -0.9171 0.9097 -5.7054
H4 -1.5011 -4.6047 -1.6271
H5 -1.5592 -4.0470 -3.2964
H6 -2.2318 -3.0432 -2.0061
H7 1.7182 -4.8173 -2.6192
H8 2.6097 -3.2973 -2.6509
H9 1.5231 -3.7214 -3.9820
H10 0.4309 -3.4875 0.3869
H11 -0.1167 -1.8256 0.1589
H12 1.5931 -2.2414 -0.0622
H13 1.6472 0.7156 -0.2024
H14 3.2950 1.2394 -0.5641
H15 2.9200 -0.4867 -0.5219
H16 0.8927 2.7404 -2.3252
H17 1.4282 2.5727 -4.0024
H18 2.5854 3.0104 -2.7450
H19 3.6445 -1.1496 -3.4376
H20 4.3704 0.4544 -3.5596
H21 3.1732 -0.0588 -4.7454
H22 -2.4116 -2.7582 -5.0445
H23 -3.0783 -1.3870 -5.9277
H24 -3.0103 -1.3449 -4.1695
H25 0.3298 -2.9247 -6.0570
H26 1.3991 -1.5212 -6.2039
H27 0.0637 -1.7401 -7.3322
H28 -1.3423 1.5136 -4.8997
H29 -1.5586 1.0401 -6.5815
H30 0.0647 1.3197 -5.9551
C16 0.6269 -1.8258 7.8418
C17 0.6845 -1.2695 6.4623
C18 -0.4858 -0.8348 5.8152
C19 -0.4668 -0.3471 4.5380
C20 -1.7528 0.1234 3.9265
C21 0.7967 -0.3102 3.8354
C22 0.9265 -0.0356 2.4960
O1 -0.0043 0.3442 1.6813
C23 2.0154 -0.6632 4.5325
C24 3.3729 -0.5167 3.9018
C25 1.9197 -1.1384 5.8121
H31 -0.3728 -2.1653 8.1027
H32 0.9189 -1.0505 8.5573
H33 1.3342 -2.6466 7.9573
H34 -1.4284 -0.8868 6.3454
H35 -2.5660 0.0214 4.6415
H36 -2.0180 -0.4645 3.0436
H37 -1.6835 1.1811 3.6572
H38 1.8877 -0.1796 2.0092
H39 3.4638 0.3919 3.3100
H40 3.6004 -1.3749 3.2633
H41 4.1358 -0.4841 4.6759
H42 2.8206 -1.4271 6.3403

Values from the calculation:
HOMO-LUMO gap (spin up / spin down): 5.499 / 5.286 eV
HOMO energy (spin up / spin down): -13.0 / -13.0 eV
total charge: +2



[4]
A single C4H7NS molecule in a non-equilibrium geometry, computed with the ωB97M-V functional and the def2-TZVPD basis.

Geometry (Å):
C1 -0.0024 1.7846 -0.2298
C2 0.3543 -0.4595 0.5636
C3 -0.9484 -1.0779 0.1814
C4 0.2180 -1.1855 -0.7581
H1 -0.6162 1.3656 -0.9725
H2 1.3842 1.3598 1.0879
H3 0.9441 -0.9826 1.3258
H4 -1.1751 -2.0000 0.7699
H5 -1.8074 -0.3977 0.0429
H6 0.2496 -0.6234 -1.6919
H7 0.6371 -2.1632 -0.8667
N1 0.5502 0.9799 0.6751
S1 0.2120 3.3999 -0.1276

Values from the calculation:
HOMO-LUMO gap: 9.090 eV
HOMO energy: -8.4 eV
total charge: 0
structure (SMILES): S=CNC1CC1



[5]
10 unconnected molecules or ions with the total composition C30H56O30S4 in a non-equilibrium geometry, computed with the ωB97M-V functional and the def2-TZVPD basis.

Geometry (Å):
O1 11.0300 10.5820 21.0640
S1 11.3150 9.2340 21.5300
O2 11.8110 8.3040 20.5710
O3 12.3820 9.4180 22.7410
C1 13.3740 10.4760 22.8040
C2 14.0480 10.7440 24.1030
C3 9.8050 8.7290 22.2210
H1 13.0210 11.4210 22.2990
H2 14.0760 10.0820 22.0520
H3 14.5280 11.7920 24.1200
H4 14.9100 9.9990 24.3310
H5 13.3040 10.6660 24.8950
H6 8.8680 8.5670 21.4000
H7 9.5060 9.4400 22.9460
H8 10.0290 7.6930 22.6840
O4 13.9880 17.3470 20.8840
S2 12.9390 18.1950 20.4940
O5 11.5520 17.9950 20.9270
O6 13.3120 19.6270 21.3280
C4 12.9310 19.7240 22.6570
C5 13.4010 21.0120 23.4200
C6 12.9050 18.4110 18.7920
H9 13.2810 18.8340 23.1280
H10 11.9570 19.8200 22.4990
H11 13.3110 22.1460 22.9840
H12 14.5620 20.8570 23.4120
H13 13.1730 20.9580 24.4010
H14 12.2610 17.5950 18.4590
H15 13.9590 18.4060 18.4210
H16 12.3150 19.1510 18.3740
O7 13.5040 16.5050 26.0420
S3 14.7280 17.1260 26.5450
O8 15.6620 16.3290 27.3830
O9 15.6490 17.4800 25.2320
C7 16.2010 16.4120 24.5450
C8 16.7790 16.9280 23.1920
C9 14.2470 18.6190 27.4570
H17 15.4310 15.8270 24.2100
H18 16.9640 15.8450 25.1400
H19 17.3190 16.2630 22.5930
H20 17.3140 18.1420 23.2410
H21 16.0390 17.1540 22.4770
H22 15.0420 19.2060 27.6290
H23 13.5480 18.5110 28.2220
H24 13.8160 19.2470 26.7090
O10 16.3100 13.2480 21.9830
S4 16.2740 12.5610 20.7710
O11 15.1210 11.7180 20.4530
O12 16.5860 13.6240 19.4780
C10 16.1230 14.8840 19.7160
C11 15.9940 15.8200 18.3720
C12 17.6550 11.4430 20.6060
H25 16.7250 15.3270 20.4080
H26 15.1150 15.0590 20.3320
H27 15.3990 16.8260 18.6170
H28 15.1810 15.5920 17.5690
H29 16.7830 15.6980 17.9050
H30 18.5520 12.1040 20.8510
H31 17.6920 11.1380 19.6560
H32 17.7370 10.4860 21.2580
C13 12.9260 15.7280 13.2070
C14 11.6530 15.0120 13.6780
O13 11.7030 15.0560 15.0620
C15 12.7150 15.6120 15.4930
O14 13.0870 15.8090 16.6900
O15 13.5000 15.9940 14.4550
H33 12.6640 16.5440 12.9670
H34 13.5580 15.0630 12.6550
H35 11.5590 14.0270 13.1350
H36 10.7670 15.5310 13.2660
C16 20.9510 17.2650 19.9980
C17 19.6260 16.3310 20.1180
O16 18.7540 17.2240 20.7800
C18 19.2940 18.3960 20.8700
O17 18.5770 19.2890 21.3640
O18 20.5140 18.5050 20.3960
H37 21.1780 17.1240 18.9430
H38 21.7110 16.8430 20.2970
H39 19.9250 15.4910 20.6520
H40 19.3880 16.2800 19.1430
C19 15.0350 7.3290 19.9310
C20 14.7200 8.4750 19.0800
O19 15.8540 8.7470 18.3000
C21 16.8120 7.8990 18.5980
O20 17.9660 7.9710 18.1080
O21 16.4060 7.0160 19.5340
H41 14.3880 6.4360 19.9840
H42 15.1100 7.9190 20.8820
H43 14.3180 9.3970 19.5890
H44 13.9940 8.1830 18.5080
C22 18.4800 16.5600 15.5260
C23 17.3210 17.5040 14.9950
O22 17.5210 18.5900 15.9870
C24 18.6220 18.3100 16.8390
O23 18.9840 19.0570 17.7150
O24 19.2030 17.1680 16.4620
H45 19.2790 16.3240 14.6870
H46 17.9560 15.6840 15.9900
H47 16.3690 17.1030 15.1560
H48 17.4410 17.8680 14.0140
C25 19.6050 11.0890 23.8000
C26 18.5630 11.7250 24.7450
O25 18.7360 13.0840 24.3500
C27 19.4580 13.2120 23.3020
O26 19.6390 14.2880 22.7820
O27 19.9720 12.1040 22.9010
H49 19.3940 10.0160 23.2480
H50 20.3950 11.0200 24.5670
H51 18.7210 11.5120 25.7070
H52 17.5380 11.5420 24.4960
C28 15.6070 11.9020 16.6380
C29 17.0890 11.8830 16.1180
O28 16.8730 11.6500 14.6990
C30 15.6350 11.6090 14.4130
O29 15.3660 11.4220 13.2370
O30 14.8250 11.8960 15.4070
H53 15.2020 12.8660 17.1980
H54 15.4670 10.9470 17.2760
H55 17.7870 11.1880 16.4740
H56 17.5330 12.9390 16.1480

Values from the calculation:
HOMO-LUMO gap: 9.731 eV
HOMO energy: -9.7 eV
total charge: 0
structure (SMILES): CCOS(C)(=O)=O.CCOS(C)(=O)=O.CCOS(C)(=O)=O.CCOS(C)(=O)=O.O=C1OCCO1.O=C1OCCO1.O=C1OCCO1.O=C1OCCO1.O=C1OCCO1.O=C1OCCO1



[6]
A molecular structure, C5H4O2 in a non-equilibrium geometry, computed with the ωB97M-V functional and the def2-TZVPD basis.

Geometry (Å):
O1 1.9671 -1.9894 -0.4180
C1 1.6449 -0.9372 -0.7123
O2 0.3229 -0.8772 0.7719
C2 -0.9502 -0.8053 0.5117
C3 -1.3365 0.3271 -0.0664
C4 -0.2169 1.1616 -0.2685
C5 0.9831 0.8009 0.1500
H1 -1.5742 -1.6132 0.8594
H2 -2.3856 0.4287 -0.2339
H3 -0.3673 2.1255 -0.7089
H4 1.9126 1.3785 0.1149

Values from the calculation:
HOMO-LUMO gap: 7.969 eV
HOMO energy: -8.1 eV
total charge: 0



Energy relative to the best compared isomer or geometry (same formula, charge and spin) across the listed records, respectively: 285.6; 901.0; 0.0; 147.5; 958.8; 471.0 kJ/mol.